83
Properties=species:S:1:pos:R:3:forces:R:3 method="wB97M-V/def2-TZVPD" energy_ev=-72332.05192 relative_energy_ev=0.020 charge=+1 multiplicity=8 homo_energy_ev="-10.4 / -10.4"
Gd -0.1251 0.0800 -0.2597 -0.32 -1.03 -2.28
C -2.7038 -0.1421 -3.2149 0.16 -0.66 -0.48
C -3.2528 -0.1489 -1.8335 -1.16 0.61 1.02
C -4.6029 -0.2143 -1.4000 -0.24 -0.26 0.18
C -4.6070 -0.2090 0.0043 0.82 0.38 -1.22
C -5.8049 -0.3037 0.9027 -0.52 -0.31 -1.17
N -3.3220 -0.0165 0.3931 0.87 -0.14 -0.76
N -2.4858 0.0179 -0.7567 -0.94 -0.13 1.24
B -2.6738 -0.0296 1.8271 0.45 0.07 -1.73
N -1.7646 1.2586 2.0098 0.63 0.17 0.18
N -0.9152 1.7872 0.9943 -1.29 1.50 2.28
C -0.6950 3.0837 1.3056 -1.49 -0.20 1.38
C 0.0462 4.0336 0.4439 1.18 -0.56 -2.04
C -1.3716 3.3758 2.5181 0.29 -0.12 0.19
C -1.9665 2.1904 2.9839 0.72 1.12 -1.65
C -2.7594 2.0633 4.2470 -1.29 0.37 0.05
N -1.8316 -1.3730 1.8895 0.35 -0.64 -0.20
N -1.1312 -1.8752 0.7274 -1.26 0.90 1.82
C -1.0320 -3.1802 0.8830 0.11 -0.61 -0.78
C -0.3994 -4.0528 -0.1951 0.73 1.08 -0.01
C -1.5933 -3.5769 2.0928 -0.34 0.28 1.91
C -2.0805 -2.4104 2.7377 1.02 -0.97 -2.10
C -2.6717 -2.3005 4.0963 -0.55 -0.50 0.25
H -3.4959 -0.2197 -3.9890 0.47 0.21 0.62
H -2.0014 -0.9826 -3.3608 -0.42 0.15 0.11
H -2.0759 0.7313 -3.3486 -0.17 0.32 -0.20
H -5.5093 -0.1908 -2.0122 0.56 -0.31 0.15
H -6.5091 -1.0837 0.5086 0.90 0.31 0.59
H -6.3900 0.6011 0.7430 0.07 0.29 0.49
H -5.5487 -0.4561 1.9444 -0.18 -0.02 0.02
H -3.5687 0.0927 2.5891 0.12 -0.47 0.56
H 0.8978 3.4709 -0.0564 -0.91 0.72 0.41
H 0.4786 4.9102 0.9260 -0.26 -0.23 0.42
H -0.5659 4.4227 -0.4145 0.29 -0.52 0.84
H -1.4779 4.3518 3.0018 0.32 -0.49 -0.22
H -2.4730 2.8428 4.9955 0.21 -0.80 -0.64
H -2.7186 1.0449 4.6883 -0.14 0.77 -0.26
H -3.8304 2.3566 4.0088 1.01 -0.76 0.28
H 0.6153 -3.6266 -0.4145 -0.72 -0.54 0.15
H -0.9138 -4.0176 -1.1822 0.06 0.01 0.90
H -0.3072 -5.0698 0.1828 0.00 0.01 -0.20
H -1.5324 -4.5520 2.5912 -0.20 0.40 -0.58
H -2.4068 -3.2407 4.6418 -0.26 0.93 -0.25
H -3.7871 -2.2094 4.0959 0.89 -0.02 -0.10
H -2.2486 -1.4241 4.5940 -0.15 -0.19 0.20
O -0.0368 -2.1118 -3.0445 0.79 0.56 0.38
C 0.9132 -1.3751 -2.7746 -0.09 0.10 -1.14
O 1.3215 -1.1279 -1.5492 0.19 0.01 -0.69
C 1.6624 -0.6423 -3.9940 -0.21 0.85 1.35
C 3.1482 -1.0096 -4.1514 1.14 1.43 0.52
C 3.6457 -0.5541 -5.5533 0.42 -0.32 1.32
C 3.6783 0.9952 -5.4458 1.50 -0.80 0.81
C 3.3246 1.2164 -3.9526 -0.53 -1.44 0.95
O 3.8870 -0.0292 -3.2356 -1.82 0.68 -2.56
C 1.7889 1.0029 -3.7565 -0.71 -1.13 0.20
C 1.1672 1.4931 -2.3742 1.52 0.12 -2.08
O -0.0917 1.2925 -2.1791 0.49 -0.29 0.18
O 1.9294 2.1162 -1.6362 -0.38 -0.26 1.04
H 1.1336 -0.8759 -4.9394 0.05 0.11 0.77
H 3.5047 -2.0234 -3.9127 -0.53 0.38 0.17
H 3.0857 -0.9913 -6.3637 -0.33 0.03 -0.28
H 4.6761 -0.9215 -5.6052 -0.19 0.04 -0.29
H 3.0215 1.4996 -6.1398 -0.10 0.23 -0.05
H 4.7563 1.2483 -5.6263 -1.15 0.41 0.07
H 3.7134 2.1264 -3.4818 -0.06 -0.43 -0.07
H 1.1689 1.5488 -4.4980 0.47 -0.43 0.09
N 4.1646 0.4306 2.9290 0.51 0.38 0.38
C 2.9301 -0.1810 3.5621 -0.17 -0.42 -0.05
C 1.7291 0.0978 2.6606 -0.33 0.26 -0.47
N 1.9108 -0.3275 1.2680 1.22 -0.28 0.55
C 3.1021 0.3240 0.6837 0.42 0.29 -0.36
C 4.3843 0.0479 1.4715 -0.55 -1.19 0.27
H 4.9771 0.1275 3.4843 -0.21 0.30 -0.24
H 4.1289 1.4665 2.9838 -0.09 -0.63 0.06
H 2.7494 0.2918 4.5373 0.37 -0.17 -0.22
H 3.1579 -1.2744 3.7168 -0.34 1.10 -0.30
H 1.4780 1.1827 2.6333 0.17 -0.56 0.25
H 0.8511 -0.4400 3.0043 -0.13 0.06 0.51
H 2.0776 -1.3449 1.2970 -0.28 0.39 -0.47
H 2.9255 1.4202 0.6135 -0.02 -0.61 -0.03
H 3.2605 -0.0414 -0.3401 -0.20 0.17 0.08
H 5.2572 0.5751 1.1025 -0.04 0.24 -0.02
H 4.6307 -1.0410 1.4767 -0.24 0.73 0.01

=====

14
Properties=species:S:1:pos:R:3:forces:R:3 method="wB97M-V/def2-TZVPD" energy_ev=-8266.66359 relative_energy_ev=2.662 multiplicity=1 smiles=CN[C@H]1N[C@H]1O homo_energy_ev=-8.4
C 1.3045 -0.3508 0.5338 0.21 -1.52 -0.64
C -0.0569 -0.9188 0.5683 -0.24 1.05 0.65
C -1.3000 0.9518 -0.4980 0.10 0.12 -0.02
N 0.8009 -1.3114 -0.5364 0.70 0.03 0.28
N -1.2160 -0.0799 0.5193 -0.34 -0.53 -0.01
O 1.5792 0.9502 0.1780 -0.24 0.58 0.02
H 2.4886 1.0167 -0.1371 -0.14 -0.17 0.08
H 0.5966 -0.7974 -1.3889 -0.01 0.22 0.17
H -2.0481 -0.6616 0.5008 0.17 0.10 0.00
H 2.0399 -0.7872 1.2101 0.00 -0.01 -0.26
H -0.1988 -1.7190 1.2914 -0.08 0.07 -0.09
H -0.4856 1.6579 -0.3519 -0.13 0.00 -0.15
H -2.2407 1.4833 -0.3622 -0.02 -0.01 -0.06
H -1.2637 0.5660 -1.5271 0.01 0.08 0.02

=====

77
Properties=species:S:1:pos:R:3:forces:R:3 method="wB97M-V/def2-TZVPD" energy_ev=-53337.17341 relative_energy_ev=0.046 charge=+2 multiplicity=1 homo_energy_ev="-13.1 / -13.1"
Hf -0.0432 0.0253 -0.1496 -0.15 0.07 -0.37
C -1.7434 7.3501 1.7364 0.03 -0.05 -0.02
C -1.7921 6.9665 0.4038 -0.03 0.06 -0.03
C -1.4840 5.6642 0.0395 0.03 -0.09 -0.05
C -1.1276 4.7355 1.0125 0.04 0.14 0.08
C -1.0788 5.1225 2.3498 -0.01 -0.09 -0.03
C -1.3850 6.4261 2.7082 -0.01 0.05 0.05
C -0.7969 3.3286 0.6397 -0.11 -0.11 0.02
C -1.8209 2.3792 0.7880 -0.05 0.23 0.05
C -3.1458 2.6503 1.2330 0.14 0.00 -0.06
C -3.8341 1.4687 1.2597 0.06 -0.12 -0.05
C -2.9527 0.4376 0.8317 -0.19 -0.10 0.06
N -1.7133 1.0093 0.5355 -0.58 0.39 0.38
C -3.2661 -0.9261 0.7480 0.07 -0.04 -0.03
C -2.3862 -1.9483 0.3590 -0.14 -0.01 0.04
C -2.6790 -3.3401 0.3387 0.04 0.08 -0.02
C -1.5491 -4.0048 -0.0555 0.03 0.09 0.00
C -0.5343 -3.0386 -0.3000 0.08 -0.13 -0.06
C 0.7764 -3.3045 -0.7238 -0.10 0.01 -0.02
C 1.1446 -4.7346 -0.9367 0.07 -0.10 0.02
C 1.8458 -5.4149 0.0563 -0.01 0.07 -0.04
C 2.1935 -6.7442 -0.1281 0.03 -0.05 0.05
C 1.8491 -7.3988 -1.3024 -0.01 0.04 0.01
C 1.1519 -6.7216 -2.2926 -0.01 -0.04 -0.07
C 0.7976 -5.3927 -2.1128 -0.06 0.09 0.04
C 1.7757 -2.3460 -0.9508 0.08 -0.21 0.01
N 1.6564 -0.9729 -0.7255 0.71 -0.38 -0.16
C 2.8818 -0.3915 -1.0608 0.25 0.01 -0.01
C 3.2086 0.9703 -0.9452 -0.05 -0.12 -0.02
C 4.6078 1.3543 -1.2916 0.12 0.09 -0.01
C 4.8925 1.9355 -2.5240 -0.10 0.02 0.03
C 6.1969 2.2816 -2.8434 0.04 0.01 -0.06
C 7.2216 2.0553 -1.9355 -0.05 0.01 0.02
C 6.9390 1.4805 -0.7040 0.06 0.00 0.02
C 5.6375 1.1286 -0.3814 -0.08 -0.06 0.01
C 2.3406 1.9844 -0.5192 0.17 0.00 -0.09
C 2.6807 3.3529 -0.3362 -0.04 -0.07 0.00
C 1.5637 4.0092 0.1047 -0.06 -0.05 -0.01
C 0.5082 3.0615 0.2032 -0.06 0.16 0.02
N 0.9955 1.8132 -0.1873 0.31 0.53 0.06
C 3.7546 -1.4190 -1.5154 -0.07 0.14 0.04
C 3.0825 -2.6090 -1.4441 -0.15 -0.01 0.06
N -1.0622 -1.7716 -0.0456 -0.27 -0.48 0.10
C -4.6468 -1.3362 1.1411 -0.11 -0.02 0.08
C -5.6714 -1.3576 0.1997 0.09 0.02 -0.01
C -6.9502 -1.7393 0.5776 -0.07 -0.01 -0.04
C -7.2126 -2.0997 1.8914 0.04 0.02 0.00
C -6.1911 -2.0793 2.8308 -0.03 -0.02 0.06
C -4.9106 -1.6989 2.4597 0.07 0.02 -0.05
H -1.9800 8.3675 2.0162 -0.01 0.00 0.00
H -2.0737 7.6827 -0.3566 0.01 0.00 0.00
H -1.5237 5.3671 -1.0022 -0.01 0.01 0.01
H -0.7989 4.4005 3.1087 0.00 0.02 0.00
H -1.3432 6.7203 3.7485 0.00 0.00 -0.01
H -3.5025 3.6330 1.4954 -0.05 -0.02 0.00
H -4.8591 1.2996 1.5481 0.00 0.06 0.01
H -3.6350 -3.7618 0.6043 0.02 -0.02 -0.01
H -1.4141 -5.0685 -0.1673 -0.02 0.00 0.01
H 2.1135 -4.9024 0.9732 0.01 -0.02 0.00
H 2.7328 -7.2696 0.6489 0.00 0.00 -0.01
H 2.1247 -8.4346 -1.4461 -0.01 0.00 0.00
H 0.8828 -7.2275 -3.2103 0.01 0.00 0.01
H 0.2521 -4.8628 -2.8851 0.01 -0.02 -0.01
H 4.0927 2.1126 -3.2340 0.02 0.00 -0.01
H 6.4128 2.7261 -3.8058 0.00 0.00 0.01
H 8.2372 2.3307 -2.1846 0.00 -0.01 0.00
H 7.7339 1.3059 0.0089 -0.01 0.00 0.00
H 5.4177 0.6793 0.5804 0.01 0.01 -0.01
H 3.6639 3.7586 -0.5134 -0.03 0.04 0.01
H 1.4594 5.0532 0.3538 0.05 -0.01 -0.01
H 4.7638 -1.2489 -1.8536 0.00 -0.04 0.00
H 3.4399 -3.5906 -1.7109 0.04 0.03 -0.01
H -5.4665 -1.0774 -0.8270 -0.02 0.00 0.00
H -7.7432 -1.7565 -0.1583 0.01 0.00 0.01
H -8.2112 -2.3945 2.1837 0.00 -0.01 0.00
H -6.3901 -2.3604 3.8565 0.00 0.00 -0.01
H -4.1112 -1.6826 3.1917 -0.02 0.00 0.01

=====

83
Properties=species:S:1:pos:R:3:forces:R:3 method="wB97M-V/def2-TZVPD" energy_ev=-87962.30790 relative_energy_ev=0.118 charge=+1 multiplicity=1 homo_energy_ev=-10.0
Tl 0.4872 0.3687 -0.7534 0.12 0.14 -0.15
Cl -2.7836 5.0056 -5.2942 0.00 0.00 0.00
C -2.4084 3.6850 -4.2354 0.01 0.01 0.00
C -3.3339 2.7118 -4.0078 -0.01 -0.01 0.00
C -3.0520 1.6243 -3.1587 0.02 0.02 0.00
I -4.5241 0.1829 -2.8764 0.00 0.00 0.00
C -1.8375 1.4801 -2.5107 0.01 -0.02 0.05
O -1.5517 0.4722 -1.7288 -0.04 -0.01 -0.04
C -0.8764 2.5338 -2.7434 -0.01 0.00 -0.01
N 0.3071 2.4266 -2.0965 -0.06 -0.02 0.01
C 1.2575 3.3086 -2.2968 0.01 -0.01 0.01
C 1.0869 4.4108 -3.1483 0.00 0.01 0.01
C -0.1112 4.5678 -3.7903 0.01 0.00 0.01
C -1.1410 3.6205 -3.6076 -0.01 0.00 0.00
H -4.2991 2.7722 -4.4914 0.00 0.00 0.00
H 2.1915 3.1327 -1.7725 0.00 0.00 0.00
H 1.8967 5.1124 -3.2914 0.00 0.00 0.00
H -0.2803 5.4067 -4.4514 0.00 0.00 0.00
O 1.7106 -3.0454 1.3668 -0.02 0.08 0.06
C 1.8656 -1.8727 0.9857 -0.08 -0.06 -0.24
O 0.9151 -1.0130 1.0052 0.03 -0.07 0.19
C 3.2284 -1.4423 0.5176 0.00 0.02 0.07
C 4.2789 -1.6738 1.4002 -0.01 0.03 0.00
C 5.5700 -1.2751 1.0986 0.00 0.00 -0.01
C 5.8232 -0.6494 -0.1125 0.01 0.00 0.02
C 4.7891 -0.4287 -1.0073 0.00 0.00 0.00
C 3.4858 -0.8204 -0.7080 0.03 -0.01 0.01
S 2.3021 -0.6164 -2.0255 -0.05 -0.03 0.02
H 4.0640 -2.1798 2.3322 0.01 0.00 0.01
H 6.3726 -1.4619 1.7992 0.00 0.00 0.00
H 6.8280 -0.3402 -0.3698 0.00 0.00 0.00
H 4.9869 0.0430 -1.9613 0.00 0.00 0.00
N -2.9305 -1.6360 0.1556 -0.01 0.01 -0.02
C -3.4314 -2.9662 -0.2637 -0.01 -0.01 0.00
C -3.1272 -4.0068 0.8177 0.01 0.00 0.01
C -1.6327 -4.2883 0.9519 0.00 0.02 0.02
N -0.9584 -3.0952 1.5482 0.07 -0.02 -0.02
C -0.9875 -4.6512 -0.3834 -0.01 -0.03 -0.01
C -1.3413 -3.7400 -1.5598 -0.06 0.04 -0.06
N -0.5695 -2.4878 -1.5278 0.10 -0.10 0.09
C -2.8355 -3.4222 -1.5950 0.01 0.02 0.00
H -3.6727 -1.1460 0.6432 0.01 0.00 0.01
H -2.6933 -1.0696 -0.6562 0.00 0.01 0.00
H -1.2786 -2.2590 1.0263 0.03 -0.02 0.01
H -4.5176 -2.9302 -0.3975 0.00 0.00 0.00
H -3.6276 -4.9442 0.5642 0.00 0.00 -0.01
H -3.5373 -3.6851 1.7800 0.00 0.00 0.00
H -1.4719 -5.1125 1.6479 0.01 0.00 0.00
H 0.1088 -3.1400 1.5169 -0.06 -0.03 -0.03
H -1.2391 -2.9708 2.5181 -0.02 0.00 -0.01
H -1.3297 -5.6593 -0.6298 0.00 0.00 0.01
H 0.0976 -4.7129 -0.2665 0.00 0.00 0.01
H -1.1093 -4.3072 -2.4692 0.00 0.00 -0.01
H -0.7930 -1.9545 -2.3640 -0.02 0.07 0.05
H 0.4251 -2.6893 -1.5907 0.00 -0.03 -0.01
H -3.3747 -4.3225 -1.9019 0.01 -0.01 0.00
H -3.0291 -2.6675 -2.3620 0.00 0.00 0.00
N -0.9044 1.1903 0.9824 -0.06 0.04 -0.04
C -0.3338 2.5018 1.3264 -0.01 -0.04 0.01
C -1.0501 3.2735 2.4204 -0.01 -0.01 0.01
C -0.3669 4.6003 2.7877 0.01 0.01 0.02
C 0.1361 5.4490 1.6144 0.02 0.01 -0.01
N 1.3784 4.9621 0.9961 0.00 -0.01 0.02
C 2.5634 4.9053 1.6046 -0.03 0.01 -0.01
N 3.5024 4.0968 1.1106 0.00 -0.03 -0.02
N 2.8196 5.6935 2.6492 0.01 0.01 -0.01
C 1.1632 2.2469 1.6061 0.02 0.09 -0.04
O 1.6146 2.4126 2.7291 0.02 -0.06 0.03
O 1.8270 1.9414 0.5465 -0.02 -0.04 -0.01
H -1.8449 1.2481 0.6051 -0.01 0.00 0.02
H -0.8912 0.5520 1.7725 0.05 -0.03 -0.03
H -0.3878 3.0748 0.3949 0.02 0.01 0.01
H -1.1112 2.6609 3.3222 0.01 -0.01 0.00
H -2.0744 3.4662 2.0853 0.00 0.00 0.01
H 0.4713 4.3871 3.4508 -0.02 0.01 0.00
H -1.0752 5.2100 3.3519 -0.01 0.01 -0.02
H 0.2869 6.4827 1.9322 0.00 0.00 0.00
H -0.5987 5.5011 0.8103 0.00 -0.01 0.00
H 1.2990 4.3625 0.1868 0.00 0.02 -0.01
H 3.1615 3.1980 0.7366 0.00 0.02 0.02
H 4.3844 4.0537 1.5946 0.00 0.01 0.00
H 2.1438 6.3608 2.9739 0.00 0.00 0.00
H 3.6301 5.5318 3.2201 -0.01 -0.01 0.01